# 1
# C27H31N5O2OsS4Se

C27H31N5O2OsS4Se as an isolated structure (wB97M-V/def2-TZVPD, the Open Molecules 2025 dataset).

The geometry in XYZ format:
```
71
C27H31N5O2OsS4Se (wB97M-V/def2-TZVPD)
Os -0.328 0.226 -0.891
C -3.337 -0.166 0.003
C -2.856 1.244 0.146
C -3.751 2.155 0.709
C -3.355 3.477 0.819
C -2.141 3.987 0.209
C -1.677 5.333 0.403
C -0.354 5.615 0.165
C 0.484 4.566 -0.364
C -0.021 3.356 -0.715
S 1.130 2.014 -1.147
C -1.329 2.993 -0.286
N -1.683 1.642 -0.328
H -2.674 -0.985 0.113
H -3.904 -0.246 -0.924
H -4.102 -0.181 0.781
H -4.703 1.886 1.153
H -3.936 4.260 1.299
H -2.409 6.056 0.726
H 0.007 6.597 0.371
H 1.461 4.906 -0.521
C 1.903 -0.732 -2.941
O 1.279 -0.991 -1.690
C 2.041 -1.942 -0.886
C 1.310 -3.295 -0.771
O 1.003 -3.948 -1.974
C 0.856 -5.317 -1.772
H 1.846 -1.666 -3.540
H 2.914 -0.421 -2.824
H 1.330 0.051 -3.426
H 2.136 -1.559 0.087
H 3.042 -2.128 -1.306
H 0.353 -3.215 -0.240
H 1.941 -3.919 -0.167
H 0.037 -5.532 -1.119
H 1.694 -5.844 -1.225
H 0.705 -5.697 -2.772
C -0.073 0.610 -5.910
N -0.512 -0.619 -5.439
C -0.388 -1.751 -6.180
C -0.953 -2.731 -5.403
N -1.357 -2.171 -4.198
C -2.198 -2.716 -3.175
C -1.110 -0.865 -4.271
Se -1.539 0.463 -2.962
H 0.093 0.408 -7.011
H 0.905 0.922 -5.535
H -0.696 1.445 -5.578
H 0.168 -1.763 -7.085
H -1.129 -3.778 -5.540
H -3.214 -2.696 -3.569
H -2.201 -2.167 -2.270
H -1.856 -3.719 -3.015
S 2.206 3.405 4.430
C 1.689 1.935 3.797
S 0.981 1.919 2.120
C 0.496 0.321 2.435
N 0.800 -0.201 3.608
N 1.483 0.782 4.445
C 1.792 0.412 5.772
C 3.057 0.618 6.189
C 3.372 0.508 7.547
C 2.427 -0.062 8.336
C 1.166 -0.270 7.878
C 0.800 -0.080 6.575
S -0.283 -0.774 1.349
H 3.817 0.911 5.547
H 4.344 0.676 7.920
H 2.590 -0.295 9.375
H 0.511 -0.774 8.565
H -0.097 -0.482 6.093
```

The largest force on an atom comes out at 4.73 eV/Å. As for the energy above the lowest of the compared OMol25 structures with the same formula, charge and spin: 120.9 kJ/mol. The value obtained for the HOMO energy (spin up / spin down) is -0.4377 / -0.4794 Eh. As for the expectation value of S²: 6.0489. As for the net charge: +2. The calculated total energy is -151184.295 eV. The spin multiplicity is 5. As for the orbital gap (spin up / spin down): 0.2423 / 0.1704 Eh. The value obtained for the LUMO energy (spin up / spin down) is -5.32 / -8.41 eV.

Mulliken atomic charge list, values in e, 2 entries: Os 0.33; C -1.56

=====

# 2
# C10H19BrO8P2S

C10H19BrO8P2S in the gas phase (wB97M-V/def2-TZVPD, the Open Molecules 2025 dataset).

The geometry in XYZ format:
```
41
C10H19BrO8P2S (wB97M-V/def2-TZVPD)
C -2.584 1.376 0.785
C -1.834 1.775 -0.494
C -0.316 1.961 -0.315
C 0.283 2.950 -1.341
C 0.504 0.640 -0.171
C 0.512 0.193 1.309
C 1.698 -0.616 1.825
O 1.752 -1.975 1.403
C 1.148 -2.937 2.141
C -0.016 -2.611 3.042
O 1.527 -4.070 2.018
O 1.876 1.054 -0.498
S 2.712 0.019 -1.344
O 2.932 0.606 -2.627
O 3.801 -0.531 -0.619
O 1.572 -1.099 -1.410
C 0.268 -0.517 -1.201
P -0.399 -0.157 -2.917
O -1.843 -0.492 -3.042
P -0.690 -2.067 -0.541
O -2.234 -1.612 -0.570
Br -0.473 -3.472 -2.270
H -2.313 2.061 1.588
H -3.658 1.442 0.614
H -2.373 0.352 1.082
H -2.089 1.129 -1.336
H -2.215 2.761 -0.765
H -0.208 2.468 0.645
H -0.474 3.684 -1.605
H 0.715 2.480 -2.214
H 1.104 3.477 -0.858
H 0.462 1.084 1.935
H -0.418 -0.347 1.498
H 1.673 -0.580 2.916
H 2.645 -0.165 1.539
H -0.927 -2.893 2.517
H 0.085 -3.247 3.918
H -0.073 -1.581 3.382
H 0.428 -0.945 -3.725
H -0.155 1.171 -3.284
H -2.405 -0.768 -1.010
```

The largest force on an atom comes out at 0.87 eV/Å. The value obtained for the HOMO energy is -0.3478 Eh. As for the structure (SMILES): CC[C@H](C)[C@]1(CCOC(C)=O)OS(=O)(=O)O[C@@]1([PH2]=O)P(O)Br. The calculated total energy is -126513.638 eV. As for the orbital gap: 0.3567 Eh. The value obtained for the LUMO energy is 0.24 eV.

Mulliken atomic charge list, values in e, 2 entries: C -1.34; C -0.63

=====

# 3
# C21H15N12Sc

C21H15N12Sc as an isolated structure (wB97M-V/def2-TZVPD, the Open Molecules 2025 dataset).

The geometry in XYZ format:
```
49
C21H15N12Sc (wB97M-V/def2-TZVPD)
Sc -1.006 -0.867 0.007
C -0.888 0.276 4.345
C -1.273 -0.206 3.105
N -0.411 -0.467 2.116
C 0.912 -0.268 2.322
C 1.402 0.163 3.592
C 0.457 0.453 4.603
C 2.782 0.284 3.804
C 3.652 -0.105 2.805
C 3.196 -0.508 1.566
C 1.825 -0.497 1.220
N 1.252 -0.627 0.000
C 1.829 -0.499 -1.218
C 3.199 -0.534 -1.572
C 3.654 -0.124 -2.809
C 2.784 0.287 -3.800
C 1.405 0.170 -3.584
C 0.461 0.463 -4.594
C -0.884 0.276 -4.339
C -1.268 -0.209 -3.099
N -0.408 -0.468 -2.106
C 0.914 -0.264 -2.316
H -1.631 0.491 5.101
H -2.316 -0.411 2.877
H 0.791 0.825 5.565
H 3.144 0.637 4.761
H 4.723 -0.061 2.978
H 3.935 -0.848 0.864
H 3.938 -0.899 -0.883
H 4.723 -0.093 -2.991
H 3.143 0.646 -4.756
H 0.795 0.839 -5.555
H -1.627 0.490 -5.097
H -2.312 -0.413 -2.875
N -3.805 1.629 -0.008
C -4.142 0.306 -0.005
N -5.410 -0.106 -0.006
N -5.320 -1.436 -0.003
N -4.093 -1.809 -0.002
N -3.281 -0.732 -0.002
C -2.526 2.116 -0.001
N -2.239 3.415 0.002
N -0.904 3.446 0.006
N -0.421 2.258 0.006
N -1.417 1.357 0.002
H -4.560 2.293 -0.003
C -0.949 -3.108 0.017
H -0.138 -3.762 0.386
H -1.687 -3.800 -0.426
```

The largest force on an atom comes out at 1.95 eV/Å. As for the energy above the lowest of the compared OMol25 structures with the same formula, charge and spin: 58.6 kJ/mol. The value obtained for the HOMO energy (spin up / spin down) is -0.0439 / 0.0366 Eh. As for the net charge: -2. The calculated total energy is -60603.375 eV. As for the orbital gap (spin up / spin down): 0.2157 / 0.1349 Eh. The value obtained for the LUMO energy (spin up / spin down) is 4.68 / 4.67 eV.

Mulliken atomic charge list, values in e, 2 entries: Sc -0.76; C -0.88

=====

# 4
# CH12NO4

A 5-piece molecular cluster, CH12NO4 overall (wB97M-V/def2-TZVPD, the Open Molecules 2025 dataset).

The geometry in XYZ format:
```
18
CH12NO4 (wB97M-V/def2-TZVPD)
C 0.771 0.540 2.094
N 1.191 0.164 0.955
H 1.247 1.404 2.544
H -0.173 0.183 2.495
H 0.690 -0.611 0.455
H 1.715 0.858 0.398
H -1.424 -5.107 -2.121
H -1.242 -4.045 -0.949
O -1.092 -4.252 -1.864
H -0.367 -1.504 -1.556
H -1.244 -1.208 -0.345
O -0.340 -1.441 -0.594
H 3.300 2.777 0.160
H 3.928 1.875 1.248
O 3.100 2.072 0.801
H -3.653 3.819 -1.052
H -2.496 3.215 -0.469
O -3.314 2.933 -0.887
```

The largest force on an atom comes out at 1.49 eV/Å. As for the energy above the lowest of the compared OMol25 structures with the same formula, charge and spin: 113.3 kJ/mol. The value obtained for the HOMO energy is -0.5171 Eh. As for the net charge: +1. The calculated total energy is -10904.591 eV. As for the orbital gap: 0.3386 Eh. The value obtained for the LUMO energy is -4.86 eV.

Mulliken atomic charge list, values in e, 2 entries: C -0.14; N -0.04

=====

# 5
# C14H28Cl22FN2O4S

A 12-piece molecular cluster, C14H28Cl22FN2O4S overall (wB97M-V/def2-TZVPD, the Open Molecules 2025 dataset).

The geometry in XYZ format:
```
72
C14H28Cl22FN2O4S (wB97M-V/def2-TZVPD)
N 2.311 1.404 -2.885
C 1.056 0.638 -2.820
C -0.123 1.452 -3.428
N -1.177 1.770 -2.437
C -1.398 3.259 -2.283
O -1.733 3.908 -3.270
O -1.171 3.704 -1.129
S -2.538 0.901 -2.695
O -2.919 0.769 -4.069
O -2.448 -0.357 -2.003
F -3.710 1.692 -2.007
H 2.025 2.371 -2.843
H 2.725 1.259 -3.799
H 1.180 -0.282 -3.397
H 0.846 0.383 -1.779
H -0.498 0.979 -4.337
H 0.282 2.420 -3.733
C 2.535 2.246 1.165
Cl 0.949 2.711 0.531
Cl 3.007 0.614 0.682
H 3.276 2.946 0.792
H 2.501 2.282 2.248
C -3.149 -2.958 0.050
Cl -3.473 -2.580 1.751
Cl -1.815 -4.107 -0.117
H -4.040 -3.396 -0.384
H -2.890 -2.040 -0.467
C 0.563 5.482 -1.854
Cl 1.385 6.564 -0.718
Cl 1.633 4.842 -3.103
H 0.160 4.640 -1.301
H -0.240 6.026 -2.335
C -1.117 -4.910 3.882
Cl -1.565 -6.618 3.984
Cl -0.628 -4.271 5.459
H -0.289 -4.808 3.191
H -1.970 -4.344 3.527
C 0.554 -6.562 -2.319
Cl -0.110 -5.085 -3.013
Cl 0.346 -6.601 -0.556
H 0.035 -7.408 -2.755
H 1.614 -6.621 -2.536
C 1.818 -6.299 4.888
Cl 2.399 -7.848 5.517
Cl 2.575 -5.895 3.341
H 0.746 -6.362 4.743
H 2.051 -5.524 5.605
C -3.145 4.226 0.584
Cl -4.894 4.133 0.332
Cl -2.644 5.862 1.057
H -2.869 3.539 1.374
H -2.639 3.958 -0.342
C 6.277 -0.026 2.725
Cl 6.402 -0.949 1.222
Cl 5.686 1.614 2.440
H 5.591 -0.541 3.387
H 7.260 0.037 3.176
C -2.838 -2.470 -4.499
Cl -1.097 -2.290 -4.256
Cl -3.486 -3.905 -3.686
H -3.327 -1.589 -4.101
H -3.030 -2.562 -5.561
C 3.754 -3.082 5.558
Cl 2.014 -2.805 5.433
Cl 4.664 -1.567 5.642
H 3.952 -3.652 6.459
H 4.080 -3.634 4.684
C -3.763 8.948 -0.538
Cl -5.512 8.851 -0.774
Cl -3.255 10.583 -0.084
H -3.481 8.263 0.252
H -3.272 8.676 -1.464
```

The largest force on an atom comes out at 2.08 eV/Å. The value obtained for the HOMO energy is -0.2485 Eh. As for the net charge: -1. The calculated total energy is -315190.868 eV. As for the orbital gap: 0.3108 Eh. The value obtained for the LUMO energy is 1.69 eV.

Mulliken atomic charge list, values in e, 2 entries: N -0.54; C -0.41

=====

# 6
# C5H10F2O

C5H10F2O in the gas phase (wB97M-V/def2-TZVPD, the Open Molecules 2025 dataset).

The geometry in XYZ format:
```
18
C5H10F2O (wB97M-V/def2-TZVPD)
C -1.685 -0.610 0.853
C -0.242 -0.502 0.266
C 0.614 0.549 1.012
C -0.353 0.053 -1.294
F -1.052 -0.872 -2.000
F -1.008 1.269 -1.302
C 1.073 0.204 -1.877
O 1.256 0.445 -3.240
H -2.446 -1.057 0.163
H -2.132 0.395 1.195
H -1.747 -1.466 1.638
H 0.119 -1.529 0.028
H 0.098 1.427 1.166
H 0.749 0.264 2.074
H 1.584 0.868 0.644
H 1.559 -0.838 -1.532
H 1.569 0.951 -1.398
H 0.740 1.210 -3.326
```

The largest force on an atom comes out at 4.68 eV/Å. As for the energy above the lowest of the compared OMol25 structures with the same formula, charge and spin: 157.3 kJ/mol. The value obtained for the HOMO energy is -0.3829 Eh. As for the structure (SMILES): CC(C)C(F)(F)CO. The calculated total energy is -12828.471 eV. As for the orbital gap: 0.4133 Eh. The value obtained for the LUMO energy is 0.83 eV.

Mulliken atomic charge list, values in e, 2 entries: C -1.26; C 0.32

=====

# 7
# C4H6N2O

C4H6N2O in the gas phase (wB97M-V/def2-TZVPD, the Open Molecules 2025 dataset).

The geometry in XYZ format:
```
13
C4H6N2O (wB97M-V/def2-TZVPD)
N -2.320 -0.191 0.038
C -0.947 0.081 -0.068
C -0.301 1.168 -0.581
C 1.101 0.931 -0.436
C 1.252 -0.299 0.142
O 2.332 -1.046 0.501
N 0.018 -0.815 0.370
H -2.639 -0.039 0.982
H -2.570 -1.142 -0.204
H -0.777 2.036 -1.023
H 1.888 1.621 -0.676
H 3.112 -0.603 0.146
H -0.148 -1.703 0.808
```

The largest force on an atom comes out at 0.40 eV/Å. As for the energy above the lowest of the compared OMol25 structures with the same formula, charge and spin: 91.0 kJ/mol. The value obtained for the HOMO energy is -0.2766 Eh. As for the structure (SMILES): Nc1ccc(O)[nH]1. The calculated total energy is -9272.558 eV. As for the orbital gap: 0.3064 Eh. The value obtained for the LUMO energy is 0.81 eV.

Mulliken atomic charge list, values in e, 2 entries: N -0.62; C 0.09

=====

- Which value of calculated total energy does entry 3 give?
  -60603.375 eV